Entry from the OMol25 dataset: the molecule C13H23NO3 (wB97M-V/def2-TZVPD).

The geometry in XYZ format:
```
40
Properties=species:S:1:pos:R:3:forces:R:3
C 1.6667 5.1811 0.9431 0.15 -0.18 0.10
C 2.1003 3.7201 0.9419 -0.26 0.11 -0.17
C 1.3271 2.9050 -0.0926 0.34 -0.16 0.13
C 1.7707 1.4425 -0.1647 -0.13 0.07 0.10
C 1.3291 0.5939 1.0301 -0.02 0.09 -0.14
C -0.1731 0.2841 1.0307 0.15 -0.17 0.06
C -0.4942 -1.1385 0.5397 0.05 0.09 0.36
C 0.0133 -1.3814 -0.8505 0.09 -0.09 -0.70
N 1.2081 -1.7290 -1.0592 0.81 -0.26 0.51
O 1.5585 -1.9184 -2.4038 -0.54 0.17 -0.07
C -1.0861 -1.2014 -1.8560 0.14 0.01 -0.40
C -2.3232 -0.8408 -1.0342 -0.04 0.02 0.00
C -2.0106 -1.3385 0.3921 -0.03 -0.18 0.09
C -2.4231 -2.7917 0.5067 -0.27 0.36 0.30
O -3.4453 -3.1663 1.0205 -0.06 -0.09 -0.03
O -1.5322 -3.6145 -0.0536 0.32 0.17 -0.16
C -1.8400 -5.0005 -0.0296 -0.22 -0.37 0.12
H 2.2282 5.7480 1.6820 0.00 0.14 0.05
H 1.8345 5.6305 -0.0334 -0.01 0.09 -0.09
H 0.6079 5.2647 1.1794 -0.12 0.07 0.02
H 3.1687 3.6591 0.7222 0.05 -0.07 0.05
H 1.9423 3.3016 1.9374 0.09 -0.05 0.05
H 1.4749 3.3629 -1.0740 -0.09 0.05 -0.02
H 0.2606 2.9612 0.1356 -0.11 0.06 -0.06
H 1.3761 0.9937 -1.0773 0.07 -0.06 -0.07
H 2.8604 1.4134 -0.2326 0.06 -0.02 -0.11
H 1.5983 1.1109 1.9515 0.04 -0.04 0.07
H 1.8797 -0.3473 1.0060 0.05 0.02 0.10
H -0.6966 1.0038 0.4012 -0.13 0.13 0.00
H -0.5736 0.3792 2.0420 -0.12 0.03 -0.04
H -0.0512 -1.8531 1.2365 0.00 0.02 -0.04
H 2.4887 -2.1780 -2.3650 -0.28 0.08 0.19
H -1.2093 -2.1398 -2.4008 0.00 0.04 -0.03
H -0.8211 -0.4377 -2.5893 -0.02 -0.04 -0.05
H -2.4689 0.2397 -1.0139 -0.03 -0.02 0.01
H -3.2338 -1.2928 -1.4266 -0.03 0.09 -0.01
H -2.5804 -0.7845 1.1410 0.05 -0.13 -0.04
H -2.2263 -5.2854 0.9509 0.06 -0.01 -0.12
H -0.9123 -5.5238 -0.2475 -0.04 0.04 -0.01
H -2.5930 -5.2322 -0.7860 0.05 0.01 0.06
```
Positions in Å, forces in eV/Å.

Results
* gap between HOMO and LUMO: 10.285 eV
* calculated total energy: -21485.9250 eV
* LUMO energy: 0.803 eV
* HOMO level: -0.3485 Eh
* total charge: 0
* energy above the lowest of the compared OMol25 structures with the same formula, charge and spin: 2.186 eV
* structure (SMILES): CCCCCC[C@@H]1/C(=N/O)CC[C@H]1C(=O)OC